(1)
Computed, not measured: a structure of composition C39H43As2ClLaSi2, with ωB97M-V/def2-TZVPD.

Geometry (Å):
C: -2.710 2.959 1.149
C: -1.703 2.603 2.092
C: -0.515 3.320 1.750
H: -1.844 1.951 2.952
C: -0.788 4.093 0.574
C: -2.139 3.848 0.190
H: -2.695 4.336 -0.612
H: -3.775 2.744 1.234
H: 0.424 3.285 2.303
H: -0.104 4.786 0.079
La: -0.770 1.628 -0.208
Si: 4.100 0.073 0.128
C: 4.682 -1.712 0.463
C: 4.983 -2.568 -0.618
H: 4.869 -2.220 -1.639
C: 5.493 -3.857 -0.399
H: 5.697 -4.499 -1.262
C: 5.735 -4.307 0.890
H: 6.122 -5.316 1.062
C: 5.504 -3.450 1.971
H: 5.723 -3.787 2.988
C: 5.007 -2.154 1.755
H: 4.918 -1.471 2.599
C: 5.293 0.558 -1.271
C: 6.681 0.392 -1.092
H: 7.053 0.064 -0.114
C: 7.586 0.559 -2.141
H: 8.655 0.375 -1.980
C: 7.107 0.927 -3.406
H: 7.803 1.036 -4.232
C: 5.738 1.121 -3.603
H: 5.352 1.381 -4.590
C: 4.844 0.948 -2.539
H: 3.783 1.062 -2.726
H: 4.629 0.799 1.307
Si: 1.767 -2.657 -0.727
C: 1.774 -0.748 -0.915
C: 2.243 0.160 0.191
H: 2.048 -0.160 1.224
C: 2.122 1.614 0.010
H: 2.434 2.260 0.843
C: 1.721 2.148 -1.229
H: 1.652 3.238 -1.392
C: 1.312 1.277 -2.261
H: 0.910 1.691 -3.189
C: 1.388 -0.119 -2.093
H: 1.118 -0.754 -2.936
C: 1.368 -2.878 1.073
C: 0.558 -1.988 1.825
H: -0.010 -1.210 1.315
C: 0.521 -2.058 3.221
H: -0.018 -1.284 3.769
C: 1.190 -3.074 3.894
H: 1.141 -3.127 4.986
C: 1.919 -4.013 3.167
H: 2.453 -4.806 3.685
C: 1.997 -3.928 1.776
H: 2.594 -4.659 1.237
H: 0.673 -3.232 -1.410
Cl: -1.731 0.159 -2.245
C: -5.164 0.443 -2.966
As: -4.393 1.793 -1.764
C: -5.061 3.392 -2.678
C: -5.796 1.561 -0.367
C: -7.071 2.088 -0.545
C: -8.073 1.805 0.395
C: -7.794 0.987 1.493
C: -6.513 0.435 1.655
C: -5.508 0.719 0.733
As: -3.682 -0.124 0.817
C: -3.791 -0.801 2.652
C: -4.202 -1.797 -0.071
H: -4.357 -0.244 -3.231
H: -5.542 0.978 -3.849
H: -5.985 -0.080 -2.457
H: -5.601 3.084 -3.579
H: -5.691 3.964 -1.990
H: -4.167 3.968 -2.944
H: -7.297 2.715 -1.408
H: -9.071 2.224 0.259
H: -8.572 0.769 2.225
H: -6.314 -0.221 2.505
H: -4.339 -1.753 2.643
H: -2.756 -0.947 2.982
H: -4.295 -0.058 3.279
H: -4.617 -2.469 0.697
H: -4.941 -1.590 -0.852
H: -3.285 -2.206 -0.505

Computed properties:
Net charge   +1
HOMO energy (spin up / spin down)   -10.175 / -10.075 eV
E_LUMO (spin up / spin down)   -3.9 / -4.2 eV
Energy relative to the best compared isomer or geometry (same formula, charge and spin)   180.7 kJ/mol
HOMO-LUMO gap (spin up / spin down)   6.2923 / 5.8451 eV

Results of the Löwdin charge analysis, in e, for atoms 1 through 4: C -0.279; C -0.240; C -0.255; H 0.109

=====

(2)
Computed, not measured: a structure of composition C39H43As2ClSi2Zn, with ωB97M-V/def2-TZVPD.

Geometry (Å):
C: -2.283 2.294 4.341
C: -1.118 1.533 4.122
C: -0.441 2.057 2.938
H: -0.708 0.758 4.779
C: -1.222 3.220 2.518
C: -2.354 3.321 3.355
H: -3.128 4.094 3.321
H: -2.983 2.177 5.176
H: 0.612 1.883 2.697
H: -0.896 3.940 1.760
Zn: -1.341 0.773 1.517
Si: 0.145 -0.167 -0.253
C: 0.994 -1.559 0.599
C: 1.219 -2.720 -0.157
H: 0.828 -2.785 -1.171
C: 1.966 -3.773 0.365
H: 2.186 -4.640 -0.266
C: 2.448 -3.716 1.676
H: 3.050 -4.534 2.075
C: 2.144 -2.605 2.473
H: 2.483 -2.579 3.509
C: 1.412 -1.536 1.953
H: 1.173 -0.686 2.594
C: 1.182 1.324 -0.571
C: 2.546 1.370 -0.235
H: 3.045 0.479 0.155
C: 3.255 2.574 -0.343
H: 4.310 2.597 -0.068
C: 2.617 3.745 -0.767
H: 3.178 4.686 -0.834
C: 1.255 3.707 -1.087
H: 0.734 4.621 -1.389
C: 0.542 2.510 -0.993
H: -0.531 2.515 -1.204
H: -0.918 -0.467 -1.252
Si: 2.411 -1.663 -4.205
C: 3.402 -0.099 -4.385
C: 4.811 -0.111 -4.446
H: 5.354 -1.057 -4.395
C: 5.524 1.087 -4.592
H: 6.614 1.064 -4.631
C: 4.842 2.303 -4.708
H: 5.397 3.234 -4.813
C: 3.446 2.313 -4.715
H: 2.902 3.249 -4.850
C: 2.730 1.120 -4.568
H: 1.640 1.135 -4.612
C: 3.491 -2.893 -3.325
C: 4.038 -2.594 -2.071
H: 3.774 -1.663 -1.567
C: 4.926 -3.490 -1.460
H: 5.300 -3.257 -0.461
C: 5.315 -4.660 -2.114
H: 6.014 -5.346 -1.635
C: 4.799 -4.948 -3.383
H: 5.099 -5.858 -3.907
C: 3.894 -4.071 -3.992
H: 3.513 -4.269 -4.994
H: 1.998 -2.204 -5.519
Cl: 0.578 -1.266 -3.353
C: -4.241 3.053 -0.668
As: -3.538 1.445 0.209
C: -4.405 0.090 -0.923
C: -4.852 1.306 1.702
C: -5.882 2.218 1.890
C: -6.799 2.023 2.937
C: -6.766 0.834 3.681
C: -5.738 -0.096 3.482
C: -4.751 0.159 2.529
As: -2.960 -0.730 2.695
C: -2.965 -1.147 4.610
C: -3.002 -2.532 1.933
H: -5.293 2.892 -0.933
H: -3.635 3.210 -1.569
H: -4.130 3.902 0.015
H: -4.615 -0.806 -0.323
H: -5.336 0.525 -1.314
H: -3.712 -0.144 -1.743
H: -5.964 3.082 1.221
H: -7.559 2.786 3.135
H: -7.515 0.640 4.451
H: -5.692 -1.008 4.075
H: -3.560 -2.056 4.757
H: -1.924 -1.318 4.909
H: -3.386 -0.309 5.173
H: -3.974 -2.975 2.179
H: -2.842 -2.441 0.853
H: -2.178 -3.070 2.406

Computed properties:
Net charge   0
HOMO energy   -6.240 eV
E_LUMO   0.5 eV
Energy relative to the best compared isomer or geometry (same formula, charge and spin)   0.0 kJ/mol
HOMO-LUMO gap   6.7384 eV

Results of the Löwdin charge analysis, in e, for atoms 1 through 4: C -0.185; C -0.231; C -0.327; H 0.085

=====

(3)
Computed, not measured: a structure of composition C39H43ClInP2Si2, with ωB97M-V/def2-TZVPD.

Geometry (Å):
C: -1.555 -0.649 1.654
C: -2.325 -0.126 0.586
C: -1.995 -0.806 -0.589
H: -3.097 0.614 0.702
C: -0.974 -1.782 -0.266
C: -0.775 -1.705 1.165
H: -0.224 -2.417 1.759
H: -1.616 -0.334 2.686
H: -2.496 -0.730 -1.536
H: -0.772 -2.655 -0.874
In: 0.771 -0.160 -0.964
Si: 0.989 0.113 -6.881
C: 1.112 1.695 -7.890
C: 2.252 2.144 -8.584
H: 3.219 1.644 -8.443
C: 2.150 3.238 -9.461
H: 3.035 3.579 -10.010
C: 0.945 3.907 -9.653
H: 0.869 4.750 -10.339
C: -0.180 3.482 -8.938
H: -1.128 3.997 -9.047
C: -0.095 2.395 -8.069
H: -0.981 2.077 -7.509
C: 1.218 -1.353 -8.001
C: 0.577 -1.338 -9.270
H: 0.078 -0.427 -9.625
C: 0.684 -2.437 -10.127
H: 0.174 -2.422 -11.097
C: 1.515 -3.509 -9.804
H: 1.647 -4.335 -10.501
C: 2.247 -3.459 -8.614
H: 2.970 -4.251 -8.406
C: 2.147 -2.384 -7.740
H: 2.855 -2.276 -6.902
H: -0.466 -0.062 -6.728
Si: 1.083 0.456 -3.626
C: 0.161 -1.135 -4.075
C: -1.167 -1.105 -4.559
H: -1.690 -0.151 -4.667
C: -1.807 -2.301 -4.928
H: -2.803 -2.261 -5.411
C: -1.187 -3.537 -4.676
H: -1.698 -4.471 -4.950
C: 0.061 -3.570 -4.047
H: 0.477 -4.547 -3.808
C: 0.728 -2.384 -3.753
H: 1.712 -2.399 -3.264
C: -0.155 1.880 -3.825
C: -1.454 1.926 -3.267
H: -1.755 1.193 -2.506
C: -2.376 2.896 -3.689
H: -3.401 2.913 -3.306
C: -1.998 3.873 -4.608
H: -2.714 4.623 -4.964
C: -0.675 3.916 -5.062
H: -0.373 4.708 -5.763
C: 0.252 2.964 -4.631
H: 1.295 3.022 -4.950
H: 1.560 0.190 -5.319
Cl: 3.106 0.917 -3.483
C: 4.118 0.410 0.701
P: 2.495 -0.315 1.051
C: 2.811 -1.976 1.718
C: 1.817 0.669 2.459
C: 2.016 0.317 3.794
C: 1.428 1.059 4.830
C: 0.616 2.159 4.541
C: 0.390 2.522 3.207
C: 0.972 1.793 2.168
P: 0.602 2.156 0.408
C: -0.984 3.021 0.355
C: 1.830 3.412 -0.099
H: 4.388 0.224 -0.345
H: 4.847 -0.084 1.351
H: 4.136 1.486 0.887
H: 3.710 -1.985 2.359
H: 1.953 -2.354 2.301
H: 2.988 -2.671 0.884
H: 2.630 -0.553 4.047
H: 1.605 0.763 5.869
H: 0.168 2.741 5.353
H: -0.244 3.381 2.984
H: -0.895 4.051 0.728
H: -1.298 3.053 -0.695
H: -1.747 2.498 0.939
H: 1.595 4.406 0.308
H: 2.841 3.137 0.238
H: 1.823 3.461 -1.193

Computed properties:
Net charge   +1
HOMO energy   -9.625 eV
E_LUMO   -2.6 eV
Energy relative to the best compared isomer or geometry (same formula, charge and spin)   141.0 kJ/mol
HOMO-LUMO gap   6.9804 eV

Results of the Löwdin charge analysis, in e, for atoms 1 through 4: C -0.143; C -0.163; C -0.194; H 0.093

=====

(4)
Computed, not measured: a cluster of 5 separate species, C39H43N3O2 in total, with ωB97M-V/def2-TZVPD.

Geometry (Å):
C: 0.333 2.243 5.282
C: -1.154 1.863 4.898
O: -1.646 2.355 3.909
O: -1.755 0.939 5.734
C: -3.198 1.053 5.755
C: -3.822 -0.198 5.024
C: -3.102 -0.606 3.678
C: -4.163 -1.476 2.841
C: -3.478 -2.689 2.085
C: -2.248 -2.170 1.257
C: -0.920 -2.871 1.174
C: 0.162 -2.274 0.407
N: 1.422 -3.023 0.381
C: 0.020 -0.969 -0.344
N: 1.143 -0.501 -1.017
C: 0.835 0.667 -1.642
C: -0.493 1.344 -1.648
N: -1.573 0.875 -0.974
C: -1.296 -0.308 -0.296
C: -2.400 -0.914 0.511
H: 0.399 2.835 6.228
H: 0.842 2.725 4.405
H: 0.864 1.252 5.431
H: -3.594 2.042 5.409
H: -3.498 0.965 6.845
H: -3.732 -1.088 5.719
H: -4.909 -0.018 4.814
H: -2.235 -1.293 3.869
H: -2.764 0.276 3.067
H: -4.851 -1.936 3.614
H: -4.739 -0.839 2.108
H: -3.144 -3.439 2.864
H: -4.222 -3.190 1.396
H: -0.798 -3.845 1.719
H: 1.530 -3.448 -0.542
H: 2.187 -2.382 0.598
H: 1.665 1.168 -2.213
H: -0.607 2.290 -2.238
H: -3.388 -0.395 0.554
C: 5.112 -1.891 -0.570
C: 6.431 -2.082 -0.968
C: 6.871 -1.572 -2.184
C: 5.995 -0.864 -2.998
C: 4.676 -0.670 -2.598
C: 4.233 -1.186 -1.386
H: 4.770 -2.292 0.378
H: 7.116 -2.629 -0.330
H: 7.897 -1.727 -2.497
H: 6.340 -0.463 -3.944
H: 3.993 -0.116 -3.233
H: 3.201 -1.039 -1.077
C: 4.736 -4.906 -6.937
C: 4.583 -5.676 -5.791
C: 4.548 -5.066 -4.542
C: 4.658 -3.684 -4.440
C: 4.807 -2.913 -5.588
C: 4.851 -3.524 -6.835
H: 4.767 -5.382 -7.910
H: 4.491 -6.753 -5.870
H: 4.435 -5.668 -3.648
H: 4.626 -3.208 -3.467
H: 4.891 -1.835 -5.509
H: 4.973 -2.924 -7.729
C: -6.129 1.704 0.399
C: -6.886 0.773 -0.304
C: -8.263 0.932 -0.406
C: -8.882 2.026 0.186
C: -8.125 2.958 0.885
C: -6.749 2.795 0.995
H: -5.055 1.578 0.481
H: -6.402 -0.077 -0.772
H: -8.854 0.202 -0.949
H: -9.955 2.152 0.102
H: -8.608 3.813 1.346
H: -6.159 3.519 1.545
C: 1.623 6.151 -0.149
C: 1.184 4.871 0.168
C: 2.008 3.776 -0.062
C: 3.276 3.961 -0.601
C: 3.717 5.242 -0.914
C: 2.889 6.336 -0.693
H: 0.979 7.005 0.028
H: 0.197 4.727 0.595
H: 1.662 2.777 0.179
H: 3.921 3.107 -0.776
H: 4.706 5.386 -1.333
H: 3.231 7.334 -0.942

Computed properties:
Net charge   0
HOMO energy   -8.548 eV
E_LUMO   -0.6 eV
SMILES   CC(=O)OCCCCCc1cc(N)c2nccnc2c1.c1ccccc1.c1ccccc1.c1ccccc1.c1ccccc1
HOMO-LUMO gap   7.9898 eV

Results of the Löwdin charge analysis, in e, for atoms 1 through 4: C 0.012; C -0.489; O 0.078; O -0.040

=====

(5)
Computed, not measured: a structure of composition C39H43N4O2Pd, with ωB97M-V/def2-TZVPD.

Geometry (Å):
Pd: -0.189 -0.096 -0.161
C: -3.317 -3.534 -1.289
C: -3.707 -2.326 -0.435
C: -5.020 -2.583 0.309
C: -3.805 -1.058 -1.259
C: -4.643 -1.018 -2.369
C: -4.765 0.127 -3.137
C: -4.060 1.268 -2.793
C: -3.226 1.280 -1.682
C: -2.484 2.550 -1.308
C: -1.313 2.805 -2.261
C: -3.412 3.765 -1.256
C: -3.095 0.104 -0.930
N: -2.158 0.087 0.140
C: -2.568 0.134 1.426
O: -3.700 0.225 1.862
C: -1.383 0.067 2.377
C: -1.423 0.050 3.758
C: -0.217 -0.064 4.447
C: 0.993 -0.161 3.763
C: 0.966 -0.127 2.381
N: -0.205 -0.003 1.764
C: 2.167 -0.268 1.457
O: 3.263 -0.467 1.947
N: 1.833 -0.136 0.142
C: 2.841 -0.339 -0.852
C: 2.611 -1.307 -1.850
C: 3.591 -1.540 -2.805
C: 4.782 -0.835 -2.799
C: 4.978 0.142 -1.847
C: 4.019 0.423 -0.876
C: 4.298 1.585 0.058
C: 4.404 2.881 -0.751
C: 5.568 1.375 0.885
C: 1.328 -2.112 -1.962
C: 0.166 -1.224 -2.426
C: 1.006 -3.007 -0.758
H: -3.198 -4.418 -0.662
H: -2.377 -3.366 -1.820
H: -4.082 -3.759 -2.034
H: -2.922 -2.185 0.311
H: -5.836 -2.751 -0.396
H: -5.279 -1.734 0.940
H: -4.934 -3.471 0.938
H: -5.212 -1.900 -2.636
H: -5.417 0.132 -4.000
H: -4.172 2.163 -3.392
H: -2.082 2.403 -0.301
H: -1.660 2.870 -3.294
H: -0.576 1.996 -2.221
H: -0.811 3.749 -2.025
H: -3.789 4.023 -2.247
H: -2.879 4.638 -0.873
H: -4.269 3.574 -0.610
H: -2.382 0.105 4.254
H: -0.222 -0.095 5.529
H: 1.944 -0.284 4.263
H: 3.418 -2.297 -3.560
H: 5.545 -1.041 -3.539
H: 5.901 0.708 -1.854
H: 3.461 1.682 0.751
H: 5.224 2.831 -1.468
H: 4.611 3.727 -0.092
H: 3.493 3.079 -1.322
H: 6.448 1.327 0.241
H: 5.506 0.453 1.459
H: 5.714 2.208 1.577
H: 1.494 -2.796 -2.798
H: 0.182 -0.189 -1.964
H: -0.817 -1.686 -2.340
H: 0.309 -0.913 -3.463
H: 0.436 -2.502 0.024
H: 1.925 -3.382 -0.308
H: 0.413 -3.864 -1.080
C: 0.695 2.985 0.644
C: 1.379 3.839 1.466
C: 2.249 4.833 0.930
C: 2.920 5.680 1.770
C: 2.747 5.537 3.156
C: 1.899 4.566 3.717
C: 1.213 3.730 2.881
C: 3.461 6.416 4.035
N: 4.032 7.120 4.740
H: 0.823 2.989 -0.433
H: -0.026 2.289 1.052
H: 2.359 4.912 -0.142
H: 3.580 6.447 1.391
H: 1.799 4.501 4.791
H: 0.549 2.970 3.274

Computed properties:
Net charge   +1
HOMO energy (spin up / spin down)   -10.799 / -10.798 eV
E_LUMO (spin up / spin down)   -6.7 / -6.7 eV
Energy relative to the best compared isomer or geometry (same formula, charge and spin)   0.0 kJ/mol
HOMO-LUMO gap (spin up / spin down)   4.0907 / 4.0892 eV

Results of the Löwdin charge analysis, in e, for atoms 1 through 4: Pd 0.992; C -0.057; C -0.374; C -0.049

=====

In eV, the E_tot values for the records above are, in order, -191948.071, -239513.306, -93164.255, -49703.823, -54669.288.